{
  "formula": "C5H7FN3",
  "method": "the ωB97M-V functional and the def2-TZVPD basis",
  "charge": 1,
  "homo_lumo_gap_ev": 8.82,
  "lumo_energy_ev": -4.6,
  "largest_force_ev_per_a": 4.95,
  "e_above_lowest_kcal_mol": 57.5,
  "symbols": ["C", "C", "C", "N", "C", "N", "C", "F", "N", "H", "H", "H", "H", "H", "H", "H"],
  "positions_angstrom": [[0.48, 2.04, -0.99], [-0.69, 2.02, -0.20], [-1.28, 0.73, 0.56], [-0.38, -0.45, 0.39], [0.00, -1.19, -0.76], [0.91, -2.17, -0.26], [1.02, -2.02, 1.18], [1.78, -2.79, 2.04], [0.18, -0.92, 1.53], [1.33, 1.29, -0.83], [0.58, 2.79, -1.84], [-1.30, 2.98, -0.12], [-1.28, 0.99, 1.68], [-2.37, 0.52, 0.28], [-0.36, -0.94, -1.81], [1.38, -2.86, -0.87]]
}

{
  "formula": "CH3ClNO2S",
  "method": "the ωB97M-V functional and the def2-TZVPD basis",
  "charge": -1,
  "homo_lumo_gap_ev": 6.67,
  "lumo_energy_ev": 3.5,
  "largest_force_ev_per_a": 2.71,
  "e_above_lowest_kcal_mol": 30.7,
  "symbols": ["C", "N", "O", "O", "S", "Cl", "H", "H", "H"],
  "positions_angstrom": [[0.45, 0.38, -1.50], [0.36, 0.28, -2.72], [0.08, 0.17, 2.73], [-1.25, -0.77, 0.87], [-1.19, -0.40, 2.32], [1.76, 1.23, -0.71], [-0.22, 0.04, -0.65], [1.04, 0.77, -3.27], [-1.03, -1.69, 2.92]]
}

{
  "formula": "C6H14N2",
  "method": "the ωB97M-V functional and the def2-TZVPD basis",
  "charge": 0,
  "homo_lumo_gap_ev": 8.34,
  "lumo_energy_ev": 1.0,
  "largest_force_ev_per_a": 5.53,
  "e_above_lowest_kcal_mol": 59.5,
  "symbols": ["C", "C", "C", "C", "N", "C", "C", "N", "H", "H", "H", "H", "H", "H", "H", "H", "H", "H", "H", "H", "H", "H"],
  "positions_angstrom": [[2.03, 1.22, -0.01], [0.78, 0.50, -0.76], [-0.24, -0.17, -0.06], [-0.97, 0.49, 0.92], [-2.08, 0.10, 1.68], [-0.36, -1.61, -0.47], [-1.24, -1.83, -1.66], [1.49, 1.97, 1.11], [2.90, 0.46, 0.16], [2.41, 1.78, -0.79], [0.42, 1.31, -1.43], [1.30, -0.09, -1.55], [-0.63, 1.52, 1.22], [-2.13, -0.87, 1.99], [-2.40, 0.74, 2.37], [0.66, -1.96, -0.66], [-0.71, -2.13, 0.48], [-1.97, -2.60, -1.27], [-0.64, -1.95, -2.67], [-1.98, -1.03, -1.92], [1.41, 1.33, 1.83], [1.97, 2.79, 1.49]]
}

{
  "formula": "C6H12FNO",
  "method": "the ωB97M-V functional and the def2-TZVPD basis",
  "charge": 0,
  "homo_lumo_gap_ev": 9.96,
  "lumo_energy_ev": 1.1,
  "largest_force_ev_per_a": 0.83,
  "e_above_lowest_kcal_mol": 0.0,
  "symbols": ["C", "C", "C", "C", "C", "C", "N", "O", "F", "H", "H", "H", "H", "H", "H", "H", "H", "H", "H", "H", "H"],
  "positions_angstrom": [[0.57, 1.70, -1.18], [-0.37, 0.50, -1.30], [1.75, 1.28, -0.30], [-0.72, -0.07, 0.08], [-1.57, -1.33, -0.04], [0.29, -0.84, 2.17], [0.48, -0.33, 0.82], [1.28, 0.86, 0.95], [-1.52, 0.90, 0.74], [0.91, 2.02, -2.16], [0.04, 2.52, -0.70], [-1.29, 0.78, -1.80], [0.11, -0.30, -1.86], [2.32, 0.48, -0.79], [2.40, 2.13, -0.08], [-2.03, -1.57, 0.91], [-0.94, -2.16, -0.36], [-2.35, -1.16, -0.78], [1.26, -0.80, 2.66], [-0.43, -0.25, 2.75], [-0.03, -1.88, 2.11]]
}

{
  "formula": "C15H28NO2Rh",
  "method": "the ωB97M-V functional and the def2-TZVPD basis",
  "multiplicity": 5,
  "charge": 2,
  "homo_lumo_gap_ev": [5.97, 7.71],
  "lumo_energy_ev": [-6.5, -8.5],
  "largest_force_ev_per_a": 8.47,
  "e_above_lowest_kcal_mol": 11.1,
  "s_squared": 6.009,
  "symbols": ["C", "H", "H", "H", "C", "H", "H", "C", "H", "H", "H", "C", "C", "C", "C", "C", "C", "C", "C", "C", "C", "Rh", "H", "H", "H", "H", "H", "H", "H", "H", "H", "H", "H", "H", "H", "H", "H", "N", "C", "C", "O", "O", "H", "H", "H", "H", "H"],
  "positions_angstrom": [[0.88, 1.76, -1.18], [1.74, 2.03, -0.54], [1.27, 1.61, -2.19], [0.73, -0.99, 1.86], [-0.11, 2.92, -1.15], [-1.03, 2.63, -1.64], [-0.39, 3.14, -0.12], [0.50, 4.14, -1.83], [-0.22, 4.95, -1.92], [1.36, 4.49, -1.25], [0.86, 3.87, -2.82], [-0.75, -1.78, -0.16], [-1.39, -0.92, -1.12], [-0.43, -0.56, -2.09], [0.82, -1.18, -1.75], [0.62, -1.96, -0.57], [1.65, -2.77, 0.15], [2.09, -1.10, -2.55], [-0.71, 0.22, -3.35], [-2.84, -0.54, -1.11], [-1.45, -2.50, 0.95], [0.24, 0.04, -0.21], [2.94, -1.30, -1.91], [2.12, -1.81, -3.38], [2.19, -0.10, -2.98], [2.58, -2.74, -0.40], [1.83, -2.37, 1.15], [1.34, -3.81, 0.27], [-2.21, -1.85, 1.40], [-1.95, -3.41, 0.60], [-0.73, -2.80, 1.73], [-3.02, 0.30, -1.78], [-3.48, -1.37, -1.44], [-3.16, -0.26, -0.10], [-0.03, 1.06, -3.47], [-0.60, -0.41, -4.24], [-1.73, 0.60, -3.34], [0.72, 0.25, 5.13], [-0.61, 0.41, 4.35], [-0.30, 0.24, 2.93], [0.79, -0.56, 2.78], [-0.90, 0.74, 1.98], [1.46, -0.26, 4.62], [0.54, -0.21, 6.03], [1.09, 1.18, 5.39], [-1.25, -0.41, 4.68], [-1.04, 1.39, 4.57]]
}

{
  "formula": "C4H9NS",
  "method": "the ωB97M-V functional and the def2-TZVPD basis",
  "charge": 0,
  "homo_lumo_gap_ev": 9.05,
  "lumo_energy_ev": 0.4,
  "largest_force_ev_per_a": 7.78,
  "e_above_lowest_kcal_mol": 144.8,
  "symbols": ["C", "C", "C", "C", "H", "H", "H", "H", "H", "H", "H", "H", "H", "N", "S"],
  "positions_angstrom": [[0.54, -0.44, -0.94], [-0.20, -0.25, 0.39], [-0.57, -1.00, 1.38], [-0.19, 1.24, 0.45], [2.47, -1.48, -0.55], [0.94, -2.21, -1.93], [-0.20, -0.80, -1.74], [0.96, 0.79, -1.33], [-1.40, -0.65, 2.07], [-0.29, -2.08, 1.16], [0.75, 1.85, 0.49], [-0.57, 1.52, 1.59], [-2.04, 3.18, 0.19], [1.32, -1.62, -0.75], [-1.53, 1.95, -0.48]]
}

{
  "formula": "H10O5",
  "method": "the ωB97M-V functional and the def2-TZVPD basis",
  "charge": 0,
  "homo_lumo_gap_ev": 11.52,
  "lumo_energy_ev": 0.7,
  "largest_force_ev_per_a": 4.56,
  "e_above_lowest_kcal_mol": 42.3,
  "symbols": ["H", "H", "H", "H", "H", "H", "H", "H", "H", "H", "O", "O", "O", "O", "O"],
  "positions_angstrom": [[0.71, 0.31, -0.99], [-0.47, -0.68, -0.70], [1.03, 4.72, -3.49], [2.16, 4.00, -4.12], [-0.33, -0.70, 2.08], [-1.21, -0.82, 3.30], [-3.63, -4.08, 1.80], [-3.84, -3.43, 0.44], [3.00, -0.04, 1.46], [3.57, 0.25, 0.03], [-0.07, 0.20, -0.46], [1.32, 3.83, -3.66], [-1.23, -0.57, 2.36], [-3.87, -3.30, 1.39], [2.85, 0.32, 0.56]]
}

{
  "formula": "C11H17Cl2ErIr",
  "method": "the ωB97M-V functional and the def2-TZVPD basis",
  "multiplicity": 9,
  "charge": 0,
  "homo_lumo_gap_ev": [6.60, 4.55],
  "lumo_energy_ev": [0.1, -4.1],
  "largest_force_ev_per_a": 3.85,
  "s_squared": 20.029,
  "symbols": ["Er", "Cl", "C", "C", "H", "H", "H", "H", "H", "H", "Ir", "C", "C", "H", "H", "H", "H", "H", "Cl", "C", "C", "C", "C", "C", "C", "C", "H", "H", "H", "H", "H", "H"],
  "positions_angstrom": [[0.98, -0.73, -1.96], [2.51, -2.53, -2.58], [2.35, 0.87, -2.88], [-0.38, -1.05, -3.80], [2.02, 1.11, -3.90], [2.35, 1.80, -2.31], [3.37, 0.50, -2.95], [-0.12, -0.34, -4.58], [-1.45, -0.95, -3.59], [-0.20, -2.05, -4.20], [-0.31, 0.58, 0.14], [-1.56, -0.81, 0.83], [-1.08, 1.95, -0.83], [-2.54, -0.60, 0.36], [-1.23, -1.86, 0.62], [-1.61, -0.62, 1.92], [-2.12, 1.90, -1.19], [-0.50, 2.87, -1.08], [0.67, 3.14, 3.11], [0.81, 1.50, 3.55], [0.59, 1.15, 4.89], [0.68, -0.19, 5.28], [0.98, -1.18, 4.32], [1.24, -0.82, 3.00], [1.12, 0.51, 2.57], [1.44, 0.86, 1.11], [0.40, 1.92, 5.62], [0.50, -0.48, 6.31], [1.04, -2.23, 4.61], [1.51, -1.57, 2.25], [2.20, 0.15, 0.75], [1.72, 1.91, 0.97]]
}

{
  "formula": "CH4N2S2",
  "method": "the ωB97M-V functional and the def2-TZVPD basis",
  "charge": 0,
  "homo_lumo_gap_ev": [7.76, 7.69],
  "lumo_energy_ev": [-0.1, -0.4],
  "largest_force_ev_per_a": 1.36,
  "e_above_lowest_kcal_mol": 53.3,
  "symbols": ["C", "N", "N", "S", "S", "H", "H", "H", "H"],
  "positions_angstrom": [[1.99, 0.43, 0.15], [-2.91, -1.07, -0.03], [-1.99, -0.65, -0.61], [0.58, 1.37, -0.56], [-0.90, 0.89, 0.65], [1.61, -0.49, 0.58], [2.45, 1.04, 0.92], [2.69, 0.24, -0.64], [-3.53, -1.76, -0.47]]
}